ORCA calculation (ωB97M-V/def2-TZVPD) on a 3-piece molecular cluster, C4H11NO2 overall.

Structure (ORCA input):
```
! RIJCOSX wB97M-V def2-TZVPD def2/J DEFGRID3
* xyz 0 1
C 0.00405 0.13832 -0.46185
C -0.66154 1.92009 0.74908
C 0.54361 -0.02163 0.79303
C -1.16608 -0.64057 -0.94579
N 1.63715 -1.69427 0.06721
O 0.83682 -2.82943 -0.35537
O 0.28947 2.92598 0.64159
H 0.82467 -3.38905 0.42864
H 0.37525 3.19104 -0.28017
H 2.11712 -1.44477 -0.80190
H 0.60540 0.66064 -1.20082
H -0.91788 1.76720 1.79326
H -1.55266 2.05221 0.13402
H -0.00284 -0.57640 1.54433
H 1.42424 0.53043 1.09019
H -0.80539 -1.62809 -1.26039
H -1.66084 -0.15674 -1.78855
H -1.89052 -0.80495 -0.14650
*
```

The max |F| is 3.30 eV/A. The value obtained for the LUMO energy (spin up / spin down) is 0.6 / 0.6 eV. The calculation puts the HOMO-LUMO gap (spin up / spin down) at 6.656 / 7.167 eV. Its HOMO energy (spin up / spin down) is -6.017 / -6.532 eV. The value obtained for the relative energy (zero: lowest compared OMol25 entry of this formula, charge and spin) is 745.1 kJ/mol.